{"formula": "C42H67BF4Ge2N7O3P2STi", "method": "the ωB97M-V functional and the def2-TZVPD basis", "symbols": ["Ti", "C", "C", "Ge", "C", "C", "C", "C", "Ge", "C", "C", "C", "C", "C", "C", "C", "C", "C", "C", "H", "H", "H", "H", "H", "H", "H", "H", "H", "H", "H", "H", "H", "H", "H", "H", "H", "H", "H", "H", "H", "H", "H", "H", "H", "H", "C", "P", "C", "C", "C", "P", "C", "C", "H", "H", "H", "H", "H", "H", "H", "H", "H", "H", "H", "H", "H", "H", "H", "H", "F", "B", "F", "F", "F", "C", "S", "C", "O", "H", "H", "H", "H", "H", "H", "C", "C", "N", "C", "C", "N", "C", "N", "N", "N", "C", "C", "C", "C", "C", "C", "H", "H", "H", "H", "H", "H", "H", "H", "H", "H", "H", "O", "C", "N", "C", "O", "C", "C", "C", "C", "N", "C", "H", "H", "H", "H", "H", "H", "H", "H"], "xyz": [[-0.22901, 0.33237, -0.15279], [-3.16934, -0.24060, -4.24682], [-2.39051, -0.53542, -2.96377], [-2.53572, 0.91898, -1.62395], [-4.17857, 0.75484, -0.54295], [-5.28681, 0.12982, -1.39162], [-2.83811, 2.49993, -2.66944], [-1.77914, 3.15285, -3.14717], [-0.20662, 2.69791, -2.10660], [-0.02317, 3.92432, -0.58519], [-0.34534, 5.39086, -0.87631], [1.47039, 2.63731, -3.09192], [1.84074, 3.94054, -3.80311], [-1.85506, 4.08164, -4.30261], [-1.05484, 5.21511, -4.42947], [-1.18594, 6.06234, -5.51903], [-2.11210, 5.77995, -6.51183], [-2.90109, 4.64252, -6.41293], [-2.76963, 3.79974, -5.32227], [-3.06676, -1.07741, -4.93998], [-2.78720, 0.64835, -4.74710], [-4.23517, -0.09445, -4.07278], [-1.33582, -0.66868, -3.19611], [-2.72894, -1.47151, -2.51929], [-4.44303, 1.77716, -0.27100], [-4.05117, 0.19812, 0.38054], [-5.50133, 0.71777, -2.28446], [-6.21252, 0.06871, -0.81734], [-5.03673, -0.88186, -1.71633], [-3.84181, 2.73017, -3.02901], [0.99117, 3.83584, -0.19576], [-0.70148, 3.55413, 0.17988], [0.39153, 5.84977, -1.53449], [-0.33800, 5.96479, 0.05343], [-1.32922, 5.51152, -1.32805], [1.42534, 1.81150, -3.80288], [2.22281, 2.39127, -2.34882], [1.18291, 4.15279, -4.64517], [2.85758, 3.86226, -4.19273], [1.82173, 4.80042, -3.13233], [-0.32641, 5.45500, -3.66671], [-0.56332, 6.94333, -5.59366], [-2.21152, 6.43666, -7.36519], [-3.61368, 4.40704, -7.19169], [-3.37311, 2.90279, -5.26643], [-2.87186, 4.02701, 1.21828], [-2.27083, 2.39078, 1.79543], [-3.71377, 1.82180, 2.77045], [-1.16121, 2.90789, 3.16901], [0.24078, 3.24141, 2.67754], [1.10091, 1.76905, 1.98404], [2.70125, 2.43506, 1.39927], [1.61199, 1.02160, 3.58027], [-2.05103, 4.74461, 1.19441], [-3.63635, 4.40531, 1.89825], [-3.28630, 3.96536, 0.21265], [-3.84282, 2.47627, 3.63516], [-3.58805, 0.80036, 3.12432], [-4.61891, 1.86969, 2.16878], [-1.14185, 2.10519, 3.91306], [-1.60150, 3.77512, 3.66904], [0.86658, 3.60405, 3.49663], [0.21344, 4.03557, 1.93107], [2.96167, 3.33291, 1.96200], [2.67668, 2.66717, 0.33748], [3.48258, 1.69244, 1.56546], [2.08652, 1.80879, 4.16807], [2.32016, 0.20935, 3.43966], [0.76495, 0.64160, 4.14865], [0.49599, -3.91939, -1.29665], [-0.46935, -3.38660, -2.02658], [-1.71906, -3.55373, -1.63839], [-0.18946, -2.91965, -3.22329], [-0.29374, -1.22394, -1.09655], [3.75727, 0.21098, -2.71508], [3.06614, -0.27188, -1.14339], [2.71246, -1.95959, -1.57392], [1.70941, 0.43578, -0.98266], [3.01637, 0.08930, -3.50058], [4.59691, -0.46561, -2.87634], [4.12063, 1.23309, -2.66095], [3.67346, -2.44881, -1.73729], [2.10237, -1.98020, -2.47548], [2.19621, -2.41877, -0.73997], [0.15784, -3.97095, 1.96225], [1.35830, -3.09191, 2.00475], [1.45797, -1.87303, 1.49173], [2.75587, -1.47825, 1.75599], [3.43343, -2.45445, 2.40830], [2.53453, -3.47994, 2.56098], [2.87479, -4.77378, 3.14293], [3.97761, -5.34153, 2.43228], [5.13678, -5.60924, 3.09531], [5.98313, -6.09945, 2.28575], [5.40421, -6.17221, 1.03179], [5.93026, -6.62400, -0.18137], [5.10813, -6.55863, -1.28171], [3.79204, -6.05704, -1.18588], [3.26214, -5.60762, 0.00380], [4.10496, -5.68552, 1.11744], [-0.60611, -3.49959, 1.35347], [-0.24326, -4.15350, 2.96070], [0.38675, -4.93958, 1.51682], [3.13703, -0.52016, 1.44912], [4.44806, -2.53073, 2.75979], [1.99215, -5.41111, 3.10882], [3.18648, -4.64728, 4.17737], [6.93853, -7.00854, -0.23981], [5.46784, -6.90495, -2.24049], [3.17608, -6.03812, -2.07593], [2.24900, -5.23441, 0.05933], [0.85995, -3.48088, 6.26671], [0.31544, -2.18090, 6.29149], [-0.26725, -1.84682, 5.00626], [-1.61616, -1.80483, 4.80516], [-2.44424, -1.87701, 5.68320], [-2.01886, -1.69256, 3.35737], [-3.09941, -2.42222, 2.87723], [-3.37002, -2.37622, 1.52285], [-2.58787, -1.57619, 0.70578], [-1.60594, -0.79537, 1.17140], [-1.32432, -0.88371, 2.47866], [0.23356, -4.09573, 6.66275], [1.13274, -1.49396, 6.50842], [-0.46600, -2.06979, 7.04111], [0.32024, -2.00976, 4.20072], [-3.68779, -3.02346, 3.55875], [-4.17079, -2.95495, 1.08503], [-2.76339, -1.55462, -0.35837], [-0.50898, -0.27535, 2.83328]], "forces_ev_per_a": [[1.0, -0.7, 0.6], [0.0, -0.1, 0.0], [0.0, 0.1, 0.0], [-0.1, 0.4, -0.6], [0.0, 0.0, 0.2], [-0.1, 0.0, 0.0], [-0.4, 0.0, 0.0], [0.1, 0.3, -0.2], [-0.4, 0.4, -0.2], [0.0, -0.1, 0.1], [0.0, 0.0, 0.0], [0.2, -0.4, 0.0], [0.0, 0.0, -0.1], [0.0, -0.1, 0.0], [-0.1, 0.1, 0.1], [0.0, 0.0, 0.0], [0.0, 0.0, 0.0], [0.0, 0.0, 0.0], [0.0, 0.0, 0.0], [0.0, 0.0, 0.0], [0.0, 0.0, 0.0], [0.0, 0.0, 0.0], [0.0, 0.0, 0.0], [0.0, 0.0, 0.0], [0.0, 0.1, 0.0], [0.0, 0.1, 0.0], [0.0, 0.0, 0.0], [0.0, 0.0, 0.0], [0.0, 0.0, 0.0], [0.0, 0.0, -0.1], [0.0, 0.0, 0.0], [0.1, 0.0, -0.1], [0.0, 0.0, 0.0], [0.0, 0.0, 0.0], [0.0, 0.0, 0.0], [0.1, 0.0, 0.0], [0.1, 0.0, 0.0], [0.1, -0.1, 0.1], [0.0, 0.0, 0.0], [0.0, 0.0, 0.0], [-0.1, 0.0, 0.0], [0.0, 0.0, 0.0], [0.0, 0.0, 0.0], [0.0, 0.0, 0.0], [0.0, 0.0, 0.0], [0.0, 0.0, 0.1], [0.0, -0.1, -0.2], [0.0, 0.0, 0.0], [0.0, 0.0, 0.1], [0.1, 0.1, 0.0], [-0.1, -0.1, -0.1], [0.0, 0.0, 0.1], [0.0, 0.0, 0.0], [-0.1, 0.0, 0.0], [0.0, 0.0, 0.0], [0.0, 0.0, 0.0], [0.0, 0.0, 0.0], [0.0, -0.1, 0.0], [0.0, 0.0, -0.1], [0.0, 0.0, 0.0], [0.0, 0.0, 0.0], [0.0, 0.0, 0.0], [0.0, 0.0, 0.1], [0.0, 0.0, 0.0], [0.0, 0.0, 0.0], [0.0, 0.0, 0.0], [0.0, 0.0, 0.0], [0.0, 0.0, 0.0], [-0.1, 0.0, 0.0], [0.1, 0.0, 0.2], [-0.1, -0.4, -0.1], [-0.1, 0.1, 0.1], [0.1, 0.1, -0.1], [-0.1, 0.2, 0.2], [-0.1, 0.1, 0.0], [0.0, -0.1, 0.1], [0.0, 0.0, -0.1], [-0.2, 0.3, -0.1], [0.0, 0.0, -0.1], [0.0, 0.0, 0.0], [0.0, 0.0, 0.0], [0.0, 0.0, 0.0], [0.0, 0.0, 0.0], [0.0, 0.0, 0.0], [0.0, 0.0, 0.0], [0.0, 0.0, -0.3], [0.0, 0.1, 0.3], [0.0, 0.0, 0.0], [0.0, 0.0, 0.0], [0.0, 0.1, 0.1], [0.0, 0.1, -0.1], [-0.1, -0.2, 0.1], [0.1, 0.1, 0.0], [0.0, 0.0, 0.0], [0.1, 0.0, 0.0], [0.0, 0.0, 0.0], [0.0, 0.0, 0.0], [0.0, 0.0, 0.0], [0.0, 0.0, 0.0], [-0.1, 0.1, -0.1], [-0.1, 0.1, -0.1], [0.0, 0.0, 0.0], [0.0, 0.0, 0.0], [0.0, 0.0, 0.1], [0.0, 0.0, 0.0], [0.0, 0.0, 0.0], [0.0, -0.1, 0.0], [0.0, 0.0, 0.0], [0.0, 0.0, 0.0], [0.0, 0.0, 0.0], [0.0, 0.0, 0.0], [0.0, 0.0, 0.0], [0.0, -0.1, 0.1], [0.0, 0.2, -0.1], [0.0, -0.2, -0.1], [-0.1, 0.0, 0.0], [0.1, 0.1, 0.0], [0.0, 0.0, 0.0], [0.0, 0.0, 0.0], [0.0, -0.1, 0.0], [-0.2, -0.2, 0.1], [-0.1, 0.0, 0.0], [0.0, 0.0, 0.0], [0.0, 0.0, 0.0], [0.0, 0.0, 0.0], [0.0, 0.1, 0.0], [0.0, 0.0, 0.0], [0.0, 0.0, 0.0], [0.0, -0.1, 0.0], [0.1, 0.0, 0.0]], "largest_force_ev_per_a": 1.4, "orbital_gap_ha": [0.25841, 0.23380], "homo_energy_ev": [-12.7926, -12.7873], "charge": 2, "total_energy_ev": -238314.309, "spin_multiplicity": 2, "de_lowest_kj_mol": 164.9}